No. 1
Entry from the Open Molecules 2025 dataset: 2 unconnected molecules or ions with the total composition C3H6NO2 in a non-equilibrium geometry (ωB97M-V/def2-TZVPD).

The geometry in XYZ format:
```
12
Properties=species:S:1:pos:R:3:forces:R:3
C 1.941 -1.318 -0.030 0.79 0.45 0.19
C 1.273 -0.231 -0.481 0.03 -1.60 -0.07
N 0.514 0.649 0.189 0.81 1.06 -0.27
H 2.243 -1.491 0.997 -0.52 0.03 0.17
H 2.453 -1.948 -0.739 0.06 0.05 -0.23
H 1.271 -0.156 -1.566 -0.43 0.37 0.10
H 0.428 0.634 1.187 -0.11 -0.21 0.02
H -0.168 1.173 -0.345 -0.25 -0.26 0.27
O -2.975 1.682 0.759 0.04 -0.07 -0.07
C -2.503 0.682 0.183 0.04 0.17 0.16
O -1.938 0.596 -0.933 -0.35 0.11 -0.18
H -2.540 -0.272 0.780 -0.11 -0.09 -0.10
```
Forces are in eV/Å.

Net charge: -1

---

No. 2
Entry from the Open Molecules 2025 dataset: a gas-phase ion, C3H6NO2 (charge -1) in a non-equilibrium geometry (ωB97M-V/def2-TZVPD).

The geometry in XYZ format:
```
12
Properties=species:S:1:pos:R:3:forces:R:3
C -0.120 -2.074 -0.375 0.47 -0.07 0.94
C -0.708 -1.115 0.684 0.95 0.20 0.48
N 0.143 0.035 0.928 -0.34 1.54 -0.55
C 0.212 1.052 -0.151 -0.89 -1.61 0.11
O -0.836 1.162 -0.831 0.50 0.41 0.12
O 1.338 1.562 -0.253 0.23 0.75 -0.10
H -0.965 -2.686 -0.719 0.58 -0.22 -0.36
H 0.335 -1.450 -1.156 -0.48 -0.30 -0.12
H 0.729 -2.695 0.050 -1.08 0.43 -0.39
H -1.669 -0.724 0.311 0.41 -0.07 0.23
H -0.860 -1.615 1.663 -0.15 -0.07 -0.54
H 1.106 -0.009 1.237 -0.20 -0.99 0.16
```
Forces are in eV/Å.

Net charge: -1
SMILES string: CCNC(=O)[O-]

---

No. 3
Entry from the Open Molecules 2025 dataset: 2 unconnected molecules or ions with the total composition C3H6NO2 in a non-equilibrium geometry (ωB97M-V/def2-TZVPD).

The geometry in XYZ format:
```
12
Properties=species:S:1:pos:R:3:forces:R:3
C -0.366 1.129 2.655 -0.95 -0.02 0.53
C -0.753 0.610 1.480 0.73 -0.21 -0.61
N -0.097 0.603 0.274 -0.74 0.17 0.87
H 0.555 1.619 2.929 0.25 0.03 -0.54
H -1.091 1.089 3.460 0.04 -0.08 0.04
H -1.685 0.062 1.375 -0.16 0.20 0.44
H 0.815 1.022 0.260 0.16 -0.38 -0.32
H -0.311 -0.191 -0.325 0.76 0.25 -0.54
O 0.267 -1.358 -1.859 -0.07 0.04 0.09
C 0.717 -1.500 -3.021 0.22 0.16 -0.20
O 0.432 -2.333 -3.894 -0.11 -0.12 0.02
H 1.516 -0.753 -3.336 -0.15 -0.05 0.21
```
Forces are in eV/Å.

Net charge: -1

---

In order of appearance, highest occupied orbital energy = -4.22 -3.93 -4.21 eV.
In order of appearance, E = -323.176689 -323.210459 -323.185320 a.u..